{
  "formula": "C4H10NS",
  "method": "ωB97M-V/def2-TZVPD",
  "smiles": "CSC1([NH3+])CC1",
  "lumo_ev": -3.6,
  "orbital_gap_ev": 9.8,
  "charge": 1,
  "elements": ["C", "C", "C", "C", "N", "S", "H", "H", "H", "H", "H", "H", "H", "H", "H", "H"],
  "coordinates": [[1.127393, 0.472478, 1.063562], [1.158381, 1.445830, -0.024712], [0.234350, 0.237919, -0.171970], [-2.204229, -0.859343, 0.440688], [0.694447, -0.654547, -1.277673], [-1.674604, 0.661775, -0.283646], [1.833067, -0.184367, 1.357528], [0.754389, 0.934017, 1.952402], [0.713213, 2.385647, 0.169992], [2.073745, 1.625802, -0.673224], [-3.228804, -1.047763, 0.238533], [-2.112700, -0.931300, 1.622293], [-1.639376, -1.679607, -0.059915], [1.671206, -0.379317, -1.270519], [0.070572, -0.427326, -2.115578], [0.528954, -1.599893, -0.967756]],
  "atomic_forces_ev_per_a": [[-2.4, 1.2, -0.6], [1.6, 0.1, -1.9], [-2.2, 3.3, 0.6], [0.9, -1.5, 2.4], [-1.7, 0.9, 0.9], [3.0, -0.3, 0.2], [2.7, -2.2, 0.1], [-1.2, -0.3, 0.4], [-0.6, 0.7, 0.3], [-1.2, -0.8, 0.6], [-1.0, 0.1, -0.4], [0.2, 0.3, -2.5], [-0.5, 0.3, 0.7], [0.5, -0.7, -1.3], [1.5, -0.3, 1.0], [0.3, -0.8, -0.4]]
}

{
  "formula": "C3H6Br2NS",
  "method": "ωB97M-V/def2-TZVPD",
  "lumo_ev": -6.6,
  "orbital_gap_ev": 7.2,
  "charge": 1,
  "elements": ["C", "C", "C", "N", "S", "Br", "Br", "H", "H", "H", "H", "H", "H"],
  "coordinates": [[-0.403387, -0.202915, -1.138582], [-1.160731, -0.189992, 0.189608], [2.097111, -0.352602, -0.057212], [-0.360853, 0.228120, 1.253205], [1.019071, -1.300397, -0.881057], [-2.808250, 1.037914, -0.180478], [2.252408, 1.480728, -0.014167], [-1.014693, -0.627479, -1.933692], [-0.060942, 0.790181, -1.424895], [-1.608331, -1.163607, 0.395445], [2.941464, -0.881535, 0.368362], [-0.172404, 1.226126, 1.264576], [-0.720467, -0.044548, 2.158892]],
  "atomic_forces_ev_per_a": [[-0.1, 0.1, 0.0], [-1.1, 0.5, -0.3], [-0.3, 0.0, -0.8], [-0.1, 0.3, 0.7], [0.5, 0.6, 0.4], [1.0, -0.8, 0.2], [0.1, -0.5, 0.0], [0.1, 0.0, 0.0], [0.0, 0.0, 0.0], [0.0, 0.2, 0.0], [0.1, -0.1, 0.1], [-0.1, -0.2, 0.0], [-0.1, 0.0, 0.0]]
}

{
  "formula": "C27H27CrN9O3S5",
  "method": "ωB97M-V/def2-TZVPD",
  "lumo_ev": [-3.7, -3.5],
  "orbital_gap_ev": [6.0, 6.2],
  "multiplicity": 4,
  "charge": 1,
  "elements": ["Cr", "N", "N", "C", "N", "S", "H", "H", "H", "H", "H", "N", "C", "C", "C", "C", "C", "C", "S", "O", "O", "N", "C", "N", "C", "C", "C", "N", "H", "H", "H", "H", "H", "H", "H", "H", "H", "C", "C", "O", "C", "C", "C", "C", "C", "C", "H", "H", "H", "H", "H", "H", "H", "H", "S", "C", "S", "C", "N", "N", "C", "C", "C", "C", "C", "C", "S", "H", "H", "H", "H", "H"],
  "coordinates": [[-0.906307, -1.804374, 2.054748], [-0.511755, -3.854696, 2.880320], [-1.257930, -4.240909, 3.998945], [-2.069057, -3.363343, 4.611264], [-2.741534, -3.805578, 5.670938], [-2.241600, -1.764762, 4.099173], [-0.672931, -4.493025, 2.106060], [0.482309, -3.872452, 3.089456], [-1.137522, -5.174489, 4.357534], [-2.667284, -4.747551, 6.015971], [-3.355619, -3.166055, 6.146715], [-0.340210, 4.227750, -3.487262], [-0.223091, 3.740478, -2.195899], [0.963965, 3.425976, -1.659297], [1.174759, 2.814332, -0.311759], [-0.732209, 2.442900, 0.633760], [-1.754196, 3.010647, -0.322253], [-1.512458, 3.556943, -1.510485], [-1.670917, 1.584202, 1.997462], [-3.031010, 2.027697, 1.996315], [-0.966866, 1.601440, 3.246758], [-1.611887, -0.007754, 1.498511], [-2.581783, -0.546837, 0.697943], [-3.334277, 0.098611, -0.180372], [-4.172380, -0.646047, -0.892353], [-4.249655, -2.031545, -0.781537], [-3.416364, -2.623387, 0.134663], [-2.611159, -1.889150, 0.900750], [0.498004, 4.475278, -3.980939], [-1.159999, 4.748769, -3.736071], [1.854451, 3.583141, -2.258563], [2.238668, 2.682962, -0.132172], [-2.778498, 2.952414, 0.012855], [-2.376223, 3.905272, -2.070020], [-4.798273, -0.104189, -1.593270], [-4.911227, -2.618266, -1.401474], [-3.382582, -3.697099, 0.271664], [2.477123, -0.271045, 4.165466], [1.536766, -0.291783, 3.012902], [0.763532, -1.274905, 2.918516], [1.436557, 0.832370, 2.101404], [0.920744, 0.558658, 0.883627], [0.323422, 1.520675, -0.068682], [0.431939, 3.469013, 0.903035], [1.264971, 3.314386, 2.139927], [1.735776, 2.174585, 2.628324], [2.561366, -1.265641, 4.594386], [2.068319, 0.400683, 4.925803], [3.454551, 0.105284, 3.867867], [0.910166, -0.475948, 0.576730], [-0.043918, 1.029395, -0.966229], [0.132365, 4.502306, 0.760644], [1.529948, 4.233526, 2.648270], [2.327823, 2.222594, 3.533947], [4.877494, -0.734002, -1.990528], [3.389818, -1.374831, -1.731558], [2.922110, -2.090446, -0.207591], [1.289039, -2.326098, -0.800169], [1.132594, -1.940638, -2.011982], [2.289049, -1.434406, -2.548849], [2.188128, -0.937790, -3.896888], [0.977704, -0.380827, -4.300824], [0.841506, 0.100154, -5.592172], [1.904463, 0.026549, -6.482453], [3.098825, -0.545290, -6.075358], [3.249209, -1.033477, -4.784349], [0.014598, -3.039465, 0.132514], [0.154021, -0.334716, -3.603319], [-0.100851, 0.534885, -5.901486], [1.798874, 0.409409, -7.489975], [3.928548, -0.620880, -6.766857], [4.178070, -1.489590, -4.482168]],
  "atomic_forces_ev_per_a": [[-0.1, -0.4, -0.1], [-0.3, 0.3, -0.2], [0.0, -0.1, 0.0], [0.0, 0.1, 0.0], [0.0, 0.0, 0.0], [0.1, 0.2, -0.1], [0.0, -0.1, 0.0], [0.1, 0.1, 0.0], [0.1, -0.1, 0.0], [0.0, 0.0, 0.0], [0.0, 0.0, 0.0], [-0.1, -0.3, 0.0], [0.0, 0.1, 0.0], [0.1, 0.0, 0.1], [-0.3, 0.0, -0.1], [-0.1, -0.3, 0.2], [0.2, -0.1, 0.1], [0.0, 0.0, -0.1], [0.1, -0.1, 0.0], [0.0, 0.0, -0.1], [0.1, 0.0, -0.1], [-0.4, 0.0, -0.2], [-0.2, -0.1, 0.0], [0.0, 0.0, 0.0], [0.1, 0.1, 0.1], [-0.1, 0.0, -0.1], [0.1, -0.2, 0.2], [-0.1, 0.2, -0.1], [0.0, 0.1, 0.0], [0.0, 0.1, 0.0], [0.0, 0.0, 0.1], [0.0, 0.0, 0.0], [0.0, 0.0, 0.0], [0.0, 0.0, 0.1], [0.0, -0.1, 0.0], [0.0, 0.0, 0.0], [0.0, 0.0, 0.0], [0.0, -0.1, 0.0], [-0.1, -0.1, 0.1], [0.6, -0.1, 0.2], [0.0, 0.1, -0.2], [0.0, 0.1, 0.0], [0.1, 0.2, -0.2], [0.1, -0.1, 0.1], [-0.2, 0.1, -0.1], [0.1, -0.1, 0.2], [0.0, 0.0, 0.0], [0.0, 0.0, 0.0], [0.0, 0.0, 0.0], [-0.2, 0.0, 0.1], [0.0, -0.1, 0.0], [-0.1, 0.0, 0.0], [0.0, 0.0, 0.0], [0.0, 0.0, -0.1], [0.0, 0.0, 0.0], [-0.1, 0.1, -0.1], [-0.2, -0.2, 0.0], [0.6, 0.2, 0.0], [-0.1, 0.1, -0.2], [0.0, -0.1, 0.1], [-0.1, 0.0, 0.0], [0.1, 0.0, 0.1], [0.0, 0.0, 0.0], [0.0, 0.0, 0.0], [0.0, 0.0, 0.0], [0.0, -0.1, 0.0], [-0.2, 0.1, 0.2], [0.0, 0.0, 0.0], [0.0, 0.0, 0.0], [0.0, 0.0, 0.0], [0.0, 0.0, 0.0], [0.0, 0.0, 0.0]]
}

{
  "formula": "C16H15F4MnN4",
  "method": "ωB97M-V/def2-TZVPD",
  "lumo_ev": [-4.0, -4.0],
  "orbital_gap_ev": [7.1, 7.3],
  "multiplicity": 2,
  "charge": 1,
  "elements": ["Mn", "C", "N", "C", "C", "C", "N", "C", "C", "F", "C", "F", "C", "C", "F", "C", "F", "H", "H", "H", "H", "H", "H", "H", "H", "H", "H", "H", "N", "C", "C", "C", "C", "C", "N", "C", "H", "H", "H", "H"],
  "coordinates": [[-0.009293, 0.241652, 1.218262], [-1.909156, -0.276383, -0.994700], [-2.024786, 0.371598, 0.330127], [-3.244239, -0.110877, 1.008078], [-2.161663, 1.833565, 0.177396], [-0.959376, 2.470212, -0.461521], [0.220290, 1.774447, 0.013258], [1.463061, 2.225578, -0.365148], [2.543091, 1.422601, -0.037288], [2.202866, 0.281082, 0.655930], [3.853917, 1.693621, -0.329380], [4.799912, 0.823671, 0.036261], [4.172727, 2.856359, -0.998725], [3.127995, 3.693090, -1.334837], [3.383088, 4.836843, -1.967991], [1.806017, 3.397501, -1.041475], [0.863867, 4.280896, -1.405975], [-2.707605, 0.069208, -1.658438], [-2.000361, -1.355009, -0.885421], [-0.944451, -0.047607, -1.440417], [-4.132774, 0.175646, 0.439602], [-3.317013, 0.325753, 2.002990], [-3.239535, -1.194023, 1.094826], [-2.299228, 2.247818, 1.178466], [-3.059272, 2.059727, -0.407940], [-0.967277, 3.520126, -0.164431], [-1.020251, 2.449220, -1.554881], [5.193622, 3.104357, -1.249046], [-3.018604, -5.265705, 1.196419], [-2.029809, -4.699890, 1.056260], [-0.804190, -3.972309, 0.857391], [0.352518, -4.593482, 0.394579], [1.486121, -3.822290, 0.222505], [1.432165, -2.467350, 0.493473], [0.314397, -1.861057, 0.914373], [-0.776538, -2.611614, 1.107225], [0.352665, -5.652815, 0.175923], [2.410961, -4.264197, -0.118759], [2.305840, -1.844959, 0.370885], [-1.659698, -2.114998, 1.472126]],
  "atomic_forces_ev_per_a": [[0.2, 0.7, -2.4], [-0.1, 0.0, -0.1], [0.6, -0.4, 0.4], [0.0, 0.0, 0.1], [-0.3, 0.2, 0.1], [0.1, 0.1, -0.2], [-0.3, -0.6, 1.4], [0.0, 0.1, -0.1], [0.0, 0.0, 0.1], [0.1, -0.2, 0.5], [0.1, -0.1, 0.0], [0.0, 0.0, 0.0], [0.0, 0.0, 0.0], [0.0, 0.1, -0.1], [0.0, -0.1, 0.0], [-0.1, 0.1, -0.1], [0.0, 0.0, 0.0], [0.0, 0.0, 0.0], [0.0, 0.0, 0.0], [0.0, 0.1, 0.0], [0.0, 0.0, 0.0], [0.0, 0.0, 0.0], [-0.1, 0.0, 0.0], [0.0, 0.0, 0.0], [-0.1, 0.0, 0.1], [0.1, 0.0, -0.1], [0.0, -0.1, 0.0], [0.0, 0.0, 0.0], [0.0, 0.0, 0.0], [0.1, 0.0, 0.0], [-0.1, -0.1, 0.0], [0.0, 0.0, 0.0], [0.0, 0.0, 0.0], [0.1, 0.1, 0.0], [-0.6, 0.4, 0.4], [0.2, -0.2, 0.0], [0.0, 0.0, 0.0], [0.0, 0.0, 0.0], [0.0, 0.0, 0.0], [0.0, 0.0, 0.0]]
}

M, respectively: 104.20 247.96 737.90 394.25 g/mol.
Calculated total energy, respectively: -16626.5485 -155610.3013 -130581.7614 -64976.7656 eV.